C4H6O3S | the ωB97M-V functional and the def2-TZVPD basis

## Properties
ΔE to the lowest compared entry with this formula, charge and spin, kJ/mol: 281.3
HOMO-LUMO gap, Eh: 0.41987
HOMO level, eV: -10.7
Net charge: 0
SMILES string: O=S1(=O)C[C@@H]2O[C@@H]2C1
Total energy, Ha: -779.823154

Element x y z (Å)
C (0.165, -0.178, -1.395)
C (0.237, -0.166, 1.369)
C (-1.170, 0.184, -0.723)
C (-1.054, 0.178, 0.723)
O (1.746, 1.580, 0.125)
O (2.507, -0.785, 0.020)
O (-1.707, -0.839, 0.034)
S (1.430, 0.174, 0.053)
H (0.281, -1.238, -1.628)
H (0.236, 0.299, -2.421)
H (0.315, 0.495, 2.151)
H (0.392, -1.108, 1.623)
H (-1.836, 0.695, -1.397)
H (-1.544, 0.709, 1.464)

Forces on the atoms, in the same order (eV/Å):
0.075 0.492 0.086
0.142 2.626 -3.785
1.835 -0.293 -2.017
0.253 -0.673 0.861
-0.260 -0.265 -0.216
-0.572 0.168 0.052
-1.066 -1.539 0.358
0.335 0.318 -1.446
-0.189 -0.117 0.518
0.681 0.189 1.628
1.077 1.452 1.811
0.245 -4.387 1.244
-0.410 0.634 0.499
-2.147 1.396 0.407



C3H5N3O2PS | the ωB97M-V functional and the def2-TZVPD basis

## Properties
ΔE to the lowest compared entry with this formula, charge and spin, kJ/mol: 407.8
HOMO-LUMO gap (spin up / spin down), Eh: 0.14095 / 0.21482
HOMO level (spin up / spin down), eV: -3.1 / -2.7
Net charge: -1
Total energy, Ha: -1171.538335

Element x y z (Å)
C (2.358, -0.279, -0.088)
C (0.972, -0.298, -0.516)
C (-1.938, 0.059, 0.892)
N (2.851, 0.951, -0.398)
N (0.745, 0.842, -1.097)
N (1.846, 1.544, -0.935)
O (0.628, -2.737, 0.501)
O (-1.206, -1.150, 0.697)
P (-0.121, -1.764, -0.349)
S (-4.796, 0.324, -0.853)
H (3.129, -0.790, 0.530)
H (-2.950, -0.140, 0.495)
H (-1.357, 0.880, 0.566)
H (-2.146, 0.136, 1.974)
H (1.984, 2.422, -1.418)

Forces on the atoms, in the same order (eV/Å):
1.294 1.745 0.576
2.500 -1.549 0.496
-1.248 -1.513 0.841
-0.018 -2.014 0.921
-0.953 1.142 -0.522
-0.668 1.126 -1.408
0.343 -0.554 -1.102
0.581 -0.953 -0.605
-0.878 1.460 2.893
-0.046 0.000 -0.037
-1.537 -0.636 -0.698
0.334 0.867 -0.617
0.077 1.026 -0.654
0.559 -0.063 -0.240
-0.339 -0.084 0.156



C19H26N6O2SSn | the ωB97M-V functional and the def2-TZVPD basis

## Properties
ΔE to the lowest compared entry with this formula, charge and spin, kJ/mol: 65.6
HOMO-LUMO gap, Eh: 0.27846
HOMO level, eV: -14.5
Net charge: +2
Total energy, Ha: -1830.569141

Element x y z (Å)
Sn (-0.014, -0.097, -1.373)
N (3.028, -1.724, 1.600)
C (2.129, -0.774, 1.327)
S (2.304, -0.026, -0.243)
N (1.235, -0.572, 2.268)
N (0.370, 0.409, 2.370)
C (-0.329, 0.717, 3.435)
C (-1.060, 1.904, 3.201)
C (-1.892, 2.719, 3.974)
C (-2.342, 3.887, 3.400)
C (-1.978, 4.248, 2.095)
C (-1.160, 3.449, 1.314)
C (-0.723, 2.279, 1.898)
O (0.115, 1.349, 1.342)
H (3.780, -1.885, 0.952)
H (3.106, -2.092, 2.535)
H (-0.256, 0.114, 4.326)
H (-2.149, 2.449, 4.989)
H (-2.976, 4.551, 3.970)
H (-2.338, 5.183, 1.688)
H (-0.858, 3.735, 0.315)
C (-5.619, -1.950, -0.320)
C (-4.646, -0.893, -0.706)
C (-4.792, 0.467, -0.875)
C (-3.531, 0.946, -1.259)
N (-2.649, -0.053, -1.307)
N (-3.348, -1.159, -0.957)
C (-3.157, 2.341, -1.629)
H (-6.635, -1.574, -0.403)
H (-5.464, -2.262, 0.715)
H (-5.522, -2.828, -0.961)
H (-5.698, 1.039, -0.766)
H (-2.926, -2.066, -1.032)
H (-3.849, 2.728, -2.375)
H (-2.151, 2.368, -2.048)
H (-3.207, 2.997, -0.761)
O (-0.469, -1.716, 0.101)
C (-0.950, -2.624, 0.835)
C (-1.806, -2.268, 2.014)
C (-1.157, -2.669, 3.354)
C (-1.360, -4.142, 3.710)
C (-0.641, -5.113, 2.777)
C (-1.141, -5.060, 1.336)
N (-0.667, -3.887, 0.590)
H (-2.775, -2.769, 1.924)
H (-1.977, -1.193, 1.971)
H (-1.607, -2.058, 4.138)
H (-0.089, -2.432, 3.325)
H (-2.431, -4.364, 3.709)
H (-1.006, -4.306, 4.728)
H (-0.799, -6.129, 3.142)
H (0.436, -4.927, 2.793)
H (-2.234, -5.081, 1.319)
H (-0.789, -5.932, 0.789)
H (-0.038, -4.052, -0.184)

Forces on the atoms, in the same order (eV/Å):
-0.191 -0.563 0.310
0.093 -0.125 0.036
-0.413 0.360 -0.125
-0.136 0.181 0.087
0.493 -0.692 0.364
-0.414 0.911 -0.280
0.057 -0.055 0.052
0.093 0.058 -0.371
-0.016 0.040 0.062
-0.085 -0.039 0.186
0.092 -0.116 -0.131
0.042 0.058 -0.271
-0.198 -0.127 0.519
0.243 -0.255 -0.001
-0.012 -0.060 -0.033
-0.012 0.047 0.021
0.147 -0.055 -0.053
-0.022 0.027 -0.007
0.005 -0.009 -0.007
0.012 0.002 0.004
-0.018 0.040 0.018
0.042 -0.041 0.022
0.005 0.101 0.012
-0.038 -0.015 -0.043
0.004 -0.025 -0.031
0.253 -0.016 0.174
-0.084 -0.007 0.136
0.045 -0.079 0.068
-0.004 -0.012 -0.028
-0.010 -0.001 -0.014
-0.042 0.008 0.000
-0.001 -0.023 -0.005
0.022 -0.058 -0.047
0.038 0.013 -0.026
-0.006 0.088 -0.009
0.018 0.049 0.002
0.115 0.427 -0.678
-0.016 0.036 0.144
0.095 -0.022 0.119
-0.064 -0.181 -0.039
0.142 0.064 -0.021
-0.134 0.094 -0.022
-0.006 -0.076 0.323
0.017 0.038 -0.164
-0.014 0.030 -0.037
-0.055 -0.002 -0.091
-0.034 0.016 -0.002
-0.069 0.023 0.044
-0.007 -0.018 0.040
-0.029 -0.017 0.004
0.036 -0.011 -0.028
0.022 -0.055 -0.008
0.013 -0.002 -0.074
-0.017 0.032 -0.072
0.009 0.013 -0.029